No. 1
The following is a quantum chemistry calculation of C11H15OP in the gas phase in a non-equilibrium geometry, from the Open Molecules 2025 dataset.

Properties
E_tot ... -22978.47944 eV
Kohn-Sham gap (spin up / spin down) ... 4.2 / 4.5 eV
Energy relative to the best compared isomer or geometry (same formula, charge and spin) ... 103.7 kcal/mol

ORCA input file:
```
! RIJCOSX wB97M-V def2-TZVPD def2/J DEFGRID3
* xyz 0 3
C -1.40555 -0.43307 0.10500
C 0.06306 2.12665 0.11371
C 2.19328 -1.09073 0.66628
C -2.02591 0.74746 0.27003
C 0.94684 -1.49922 0.31964
C 0.82615 1.07661 -0.04922
C -1.38155 2.07733 -0.10906
C 0.04779 -0.51434 -0.31152
C -3.35582 0.74509 0.91663
C 0.51902 -2.89202 0.39481
C 3.36170 0.58882 -1.24714
O 3.09869 1.50028 1.43528
P 2.51887 0.70298 0.36575
H -1.84518 -1.25873 0.63756
H 0.50140 3.03875 0.46874
H 3.15134 -1.57652 0.83486
H -1.87311 2.78282 0.62878
H -1.72087 2.22605 -1.09094
H 0.18368 -0.67292 -1.42296
H -3.14477 1.02896 1.94872
H -3.75296 -0.30422 1.14857
H -4.12456 1.48280 0.30973
H 1.16269 -3.31865 1.22300
H 0.64241 -3.39926 -0.52167
H -0.46000 -2.91481 0.60692
H 3.59581 -0.50857 -1.27979
H 2.53482 0.76786 -1.92695
H 4.17531 1.13480 -1.30766
*
```

natural (NBO) atomic charge list, values in e, 2 entries: atom 1 (C): -0.158, atom 2 (C): -0.296



No. 2
The following is a quantum chemistry calculation of C49H60Cl2IrN5O2P2Si2 as an isolated structure in a non-equilibrium geometry, from the Open Molecules 2025 dataset.

Properties
E_tot ... -125553.82697 eV
Kohn-Sham gap (spin up / spin down) ... 7.0 / 7.0 eV

ORCA input file:
```
! RIJCOSX wB97M-V def2-TZVPD def2/J DEFGRID3
* xyz 0 1
Ir -0.53159 0.78601 -0.03754
C 3.19597 5.33837 -0.88369
Si 1.62944 4.37897 -1.33499
C 0.28205 5.69747 -1.52965
C 1.93965 3.59129 -3.03083
N 1.16191 3.13203 -0.28787
P 1.47857 2.69475 1.19402
C 0.59633 1.26577 1.59713
P 0.82127 -0.43097 1.89329
N 0.58231 -0.97822 0.38456
Si 1.23206 -2.23497 -0.59985
C 0.77482 -1.88255 -2.37931
C 3.10747 -2.26650 -0.46260
C 0.57546 -3.91250 -0.07388
C -0.50705 -0.91664 3.02193
C -0.56777 -0.27328 4.25659
C -1.57334 -0.58359 5.15643
C -2.52467 -1.54072 4.82500
C -2.46822 -2.17866 3.59510
C -1.46372 -1.86539 2.68581
C 2.26480 -1.14180 2.76279
C 2.09393 -2.32948 3.48306
C 3.18197 -2.97927 4.04679
C 4.45785 -2.44760 3.91038
C 4.63781 -1.27206 3.19572
C 3.55201 -0.63329 2.61564
C 1.08717 4.03894 2.36145
C 1.85819 5.19760 2.44392
C 1.45184 6.25613 3.24210
C 0.26763 6.17623 3.96572
C -0.50118 5.02335 3.90048
C -0.08600 3.95987 3.10717
C 3.27761 2.46035 1.37457
C 4.00369 2.76941 2.52051
C 5.36572 2.50133 2.57781
C 6.00934 1.91860 1.49371
C 5.28945 1.60637 0.34590
C 3.93062 1.87973 0.28755
H 3.57768 5.84528 -1.77571
H 3.99367 4.69935 -0.49736
H 2.98033 6.11540 -0.14660
H 0.72932 6.68470 -1.67658
H -0.32637 5.75258 -0.62306
H -0.38446 5.51613 -2.37750
H 2.72048 4.12375 -3.58046
H 1.04470 3.59963 -3.66113
H 2.27623 2.55456 -2.92573
H 1.07543 -0.86479 -2.64931
H -0.30086 -1.98750 -2.53728
H 1.30102 -2.56644 -3.04877
H 3.52664 -1.26299 -0.58437
H 3.54148 -2.91090 -1.23316
H 3.43058 -2.64338 0.51137
H -0.51552 -3.90371 0.01695
H 0.99951 -4.21590 0.88786
H 0.83904 -4.68163 -0.80642
H 0.17479 0.47710 4.50826
H -1.61660 -0.08181 6.11496
H -3.31265 -1.78457 5.52629
H -3.21714 -2.91651 3.34471
H -1.41738 -2.34426 1.71258
H 1.10553 -2.75262 3.60994
H 3.03048 -3.89879 4.59752
H 5.30703 -2.94989 4.35601
H 5.62740 -0.84941 3.07466
H 3.71511 0.25846 2.03869
H 2.77874 5.27630 1.88003
H 2.06246 7.14875 3.29878
H -0.04715 7.00550 4.58607
H -1.41609 4.94557 4.47440
H -0.65306 3.03495 3.08855
H 3.50576 3.20031 3.37912
H 5.92342 2.74381 3.47368
H 7.07072 1.70886 1.54152
H 5.78697 1.14786 -0.49973
H 3.35566 1.64330 -0.60126
N -2.17199 2.13777 0.55339
C -2.42355 3.44647 -0.09508
C -3.30272 3.31518 -1.32025
C -2.87082 2.23531 -2.28871
C -1.41176 2.32160 -2.69402
N -0.57130 1.26121 -2.11543
H -2.98180 1.52749 0.53416
H -1.93465 2.29234 1.52194
H -1.44917 3.86294 -0.35061
H -2.89440 4.14027 0.60772
H -3.29533 4.28452 -1.83071
H -4.33609 3.12281 -1.01878
H -3.50579 2.29025 -3.17489
H -3.05466 1.25953 -1.83881
H -0.98546 3.26879 -2.35517
H -1.30201 2.29796 -3.78018
H 0.39949 1.52375 -2.27690
H -0.74634 0.36778 -2.56781
Cl -5.60554 -4.79698 -5.36786
C -3.93536 -5.28653 -5.39943
C -3.49381 -6.07574 -6.44614
C -2.17126 -6.48247 -6.48054
C -1.29940 -6.05900 -5.49084
C -1.75139 -5.24448 -4.46782
Cl -0.59387 -4.60446 -3.35083
C -3.09312 -4.86378 -4.36312
N -3.55993 -4.05125 -3.33868
C -3.38877 -4.33795 -1.95705
C -3.14668 -5.63006 -1.50172
C -3.03145 -5.88590 -0.14534
C -3.19278 -4.85678 0.77049
C -3.44491 -3.57191 0.31511
C -3.52215 -3.28703 -1.04208
C -3.77441 -1.88306 -1.52412
C -3.14151 -0.82640 -0.62181
O -3.79906 -0.25431 0.24610
O -1.90603 -0.62847 -0.91398
H -4.19280 -6.37372 -7.21493
H -1.81642 -7.11085 -7.28589
H -0.25253 -6.32864 -5.51594
H -4.43553 -3.59514 -3.54863
H -3.04886 -6.43727 -2.21782
H -2.83178 -6.89426 0.19361
H -3.11983 -5.05332 1.83294
H -3.59016 -2.75409 1.01434
H -4.84780 -1.68533 -1.59633
H -3.33080 -1.76895 -2.51401
*
```

Löwdin atomic charge list, values in e, 2 entries: atom 1 (Ir): 1.267, atom 2 (C): -0.180